2 unconnected molecules or ions with the total composition C3H9NO3 in a non-equilibrium geometry, computed with the ωB97M-V functional and the def2-TZVPD basis.

## Properties
* structure (SMILES): C[C@@H](N)C(=O)O.O
* lowest unoccupied orbital energy: 0.30 eV
* energy relative to the best compared isomer or geometry (same formula, charge and spin): 146.6 kJ/mol
* orbital gap: 9.9 eV
* HOMO level: -9.6 eV

XYZ file:
```
16
Properties=species:S:1:pos:R:3:forces:R:3:nbo_charge:R:1
C -1.3152 -0.6508 1.5144 -0.571 1.197 0.411 -0.618
C -0.3392 0.2353 0.7319 2.697 -0.774 1.526 -0.162
N 0.9223 0.3633 1.5349 1.777 0.489 -2.191 -0.834
C -0.2305 -0.2367 -0.7030 -1.552 -0.198 0.655 0.780
O -1.1503 -0.0553 -1.4605 0.806 -0.413 -0.301 -0.578
O 0.8836 -0.9507 -0.9173 0.699 -2.149 -1.929 -0.720
H -2.2355 -0.4393 0.9416 -0.098 -1.008 0.597 0.236
H -1.0180 -1.7247 1.6165 -0.351 0.952 -0.330 0.216
H -1.4491 -0.1732 2.5436 0.241 -0.807 -1.300 0.227
H -0.6887 1.2231 0.7485 -1.088 1.272 -0.535 0.218
H 0.9830 -0.3989 2.1547 0.158 -1.077 0.843 0.349
H 1.8594 0.3470 0.9878 -2.441 0.128 0.935 0.371
H 0.8629 -1.6533 -1.6815 -0.456 2.315 1.727 0.519
O 1.2097 1.6125 -2.7009 1.993 -0.160 1.060 -0.963
H 1.3102 0.8080 -2.1452 -0.727 0.870 -1.075 0.477
H 0.3956 1.6935 -3.1655 -1.088 -0.635 -0.093 0.483
```
Positions in Å, forces in eV/Å.